{"formula": "C22H44N3O5P3", "method": "wB97M-V/def2-TZVPD", "symbols": ["N", "P", "C", "C", "N", "C", "C", "C", "C", "N", "C", "C", "O", "C", "O", "C", "P", "P", "O", "O", "O", "H", "H", "H", "H", "H", "H", "H", "H", "H", "H", "H", "H", "H", "H", "H", "H", "C", "C", "C", "C", "C", "C", "H", "H", "H", "H", "H", "H", "H", "H", "H", "H", "H", "H", "H", "H", "C", "C", "C", "C", "C", "C", "H", "H", "H", "H", "H", "H", "H", "H", "H", "H", "H", "H", "H", "H"], "positions_angstrom": [[2.780, -6.499, -1.516], [2.894, -5.088, -2.332], [1.159, -4.239, -2.364], [0.525, -4.799, -3.768], [0.843, -6.264, -3.972], [1.503, -2.619, -2.265], [0.218, -1.691, -2.690], [-0.651, -0.779, -1.658], [-1.887, 0.081, -2.205], [-2.493, 0.211, -3.559], [-1.671, -0.641, -4.461], [-0.379, -1.553, -4.198], [1.772, -2.432, -0.815], [1.413, -3.613, 0.011], [1.871, -3.976, 1.213], [0.282, -4.339, -0.971], [-0.448, -6.022, -0.439], [-2.626, -5.764, -0.591], [-3.098, -5.316, -2.063], [-3.246, -4.519, 0.493], [-3.383, -7.289, -0.202], [3.423, -6.401, -0.679], [3.835, -4.224, -1.632], [3.412, -5.354, -3.681], [1.049, -4.177, -4.641], [-0.642, -4.553, -3.799], [0.470, -6.776, -3.142], [0.324, -6.610, -4.811], [2.478, -2.305, -2.831], [-0.366, -0.754, -0.515], [-2.439, 0.750, -1.381], [-2.058, -0.634, -5.593], [0.113, -2.160, -5.081], [-0.645, -3.619, -0.849], [-0.143, -6.199, 0.959], [-2.531, -4.208, 1.122], [-4.382, -7.198, -0.203], [1.073, 1.770, 0.116], [2.166, 0.843, 0.625], [1.839, 0.205, 1.977], [1.668, 1.187, 3.143], [2.871, 2.093, 3.417], [4.123, 1.326, 3.813], [0.922, 2.622, 0.785], [1.342, 2.164, -0.868], [0.123, 1.235, 0.018], [3.115, 1.388, 0.677], [2.312, 0.042, -0.110], [2.624, -0.519, 2.222], [0.914, -0.377, 1.880], [1.443, 0.611, 4.049], [0.790, 1.816, 2.963], [2.610, 2.777, 4.234], [3.085, 2.722, 2.547], [3.944, 0.719, 4.706], [4.937, 2.024, 4.036], [4.464, 0.666, 3.010], [-2.410, 8.246, 1.730], [-2.709, 6.993, 2.538], [-1.546, 5.999, 2.568], [-1.138, 5.425, 1.206], [-2.250, 4.704, 0.440], [-2.786, 3.481, 1.166], [-2.230, 8.013, 0.676], [-3.259, 8.935, 1.776], [-1.531, 8.764, 2.125], [-3.615, 6.513, 2.151], [-2.937, 7.292, 3.569], [-1.803, 5.179, 3.248], [-0.670, 6.492, 3.010], [-0.305, 4.728, 1.362], [-0.742, 6.228, 0.576], [-1.851, 4.384, -0.530], [-3.073, 5.392, 0.221], [-1.985, 2.760, 1.361], [-3.547, 2.983, 0.556], [-3.250, 3.748, 2.120]], "atomic_forces_ev_per_a": [[1.0669, 1.9417, 0.4310], [-0.1377, -2.9540, 2.0522], [-0.3540, 1.3305, -1.0084], [-0.8808, 1.4676, -0.3354], [-1.1195, 0.9232, 0.5870], [-1.5435, -0.1729, -0.1268], [-3.9968, 3.0580, -1.3114], [-0.2590, -0.6564, -3.5210], [0.5994, -0.6115, -0.1446], [6.5036, -4.3928, 2.0727], [0.6500, -0.3862, 0.5037], [-1.1425, 1.3119, 3.1141], [0.0498, -2.3700, 1.3068], [0.7133, -1.5255, 3.3199], [-2.9075, 3.1660, -8.2551], [0.8896, 1.0440, 1.4138], [1.2327, -0.9638, -0.5274], [-4.8072, 2.0240, -3.3581], [2.2951, -1.6868, 5.3964], [2.1945, -1.9633, -0.6482], [0.6399, 3.0277, -0.0200], [-1.0225, -0.3257, -1.1781], [-0.7541, 0.0005, -0.9860], [-0.8066, 1.1076, 0.8775], [-1.0852, -1.3516, 1.8218], [2.4315, -0.4191, 0.1547], [0.4343, 0.3371, -0.9422], [0.6050, 0.4949, 1.0564], [-1.9474, -0.5399, 1.0112], [-0.7260, 0.0171, -2.6688], [1.3579, -1.6879, -1.9853], [0.9974, -0.0323, 2.7924], [-1.2784, 1.5501, 1.9255], [1.9893, -0.9185, -1.1838], [-0.3714, 0.6159, -0.5689], [-1.1488, -0.7197, -0.9437], [1.6256, 0.1659, -0.1346], [0.0702, 0.1993, -0.0645], [-0.0399, -0.1535, -0.0088], [0.1715, -0.0455, 0.0170], [-0.0901, 0.0729, -0.0682], [-0.1512, -0.0260, 0.1272], [0.2271, 0.0811, -0.0169], [-0.0325, -0.0538, -0.0516], [-0.1427, -0.0107, 0.0672], [0.0808, 0.1894, 0.0498], [-0.0512, -0.0503, 0.0363], [0.0433, 0.0641, 0.1244], [-0.0839, 0.0184, -0.0021], [0.0455, 0.0117, -0.0036], [0.0336, 0.0496, -0.0548], [0.0046, -0.0280, -0.0012], [-0.0120, -0.0335, -0.1386], [-0.0539, -0.0268, 0.0129], [0.0315, 0.0155, -0.1101], [-0.0565, -0.1599, -0.0024], [-0.0180, 0.0242, 0.1068], [-0.1374, 0.1079, -0.0848], [0.0807, -0.0285, 0.1315], [-0.0206, -0.0970, 0.0619], [-0.0180, 0.1179, -0.0521], [0.2099, -0.0214, -0.0550], [-0.2149, -0.0951, -0.0420], [0.0144, 0.0559, 0.0866], [0.1334, -0.0062, -0.0500], [-0.0548, -0.0418, -0.0774], [0.0739, -0.0110, 0.0359], [-0.0083, -0.0963, -0.1040], [0.0351, 0.0241, -0.0440], [-0.0902, -0.0316, -0.0355], [-0.0607, 0.0261, -0.0197], [-0.0003, -0.0283, 0.0473], [-0.0473, 0.0984, 0.0738], [0.0609, 0.0050, 0.0140], [-0.0478, 0.0539, 0.0389], [0.0738, -0.0014, 0.1341], [0.0549, -0.0747, -0.0677]], "e_tot_ha": -2428.87122, "orbital_gap_ev": 8.085, "max_force_ev_per_a": 9.31, "multiplicity": 1, "homo_ha": -0.3181, "lumo_ev": -0.57}